(1)
C29H45F3IN3O20 | ωB97M-V/def2-TZVPD

The calculation puts the energy at -3398.54238 hartree. As for the LUMO energy: 0.33 eV. As for the SMILES: NC(N)(N)C[C@H](OC(=O)I)C(F)(F)F.C[C@@H]1COC(=O)O1.C[C@@H]1COC(=O)O1.C[C@@H]1COC(=O)O1.C[C@@H]1COC(=O)O1.C[C@@H]1COC(=O)O1.C[C@@H]1COC(=O)O1. The gap between HOMO and LUMO is 0.3631 Ha.

Last column: Mulliken charge in e.
CARTESIAN COORDINATES (ANGSTROEM)
N: 0.472 1.772 0.027  -0.558
C: 1.044 0.509 0.456  0.526
N: 2.444 0.674 0.844  -0.629
N: 0.331 0.019 1.629  -0.474
C: 0.881 -0.441 -0.738  -1.091
C: 1.215 -1.876 -0.399  0.079
O: 1.771 -2.552 -1.524  -0.376
C: 3.082 -2.361 -1.680  0.433
O: 3.881 -2.199 -0.808  -0.509
I: 3.690 -2.387 -3.721  0.106
C: -0.004 -2.718 0.056  0.671
F: -0.320 -3.668 -0.867  -0.273
F: -1.116 -1.992 0.269  -0.251
F: 0.301 -3.383 1.203  -0.298
H: 0.703 1.921 -0.945  0.080
H: 0.873 2.521 0.572  0.211
H: 2.769 -0.113 1.383  0.281
H: 3.035 0.758 0.030  0.294
H: -0.446 0.640 1.791  0.269
H: 0.917 0.088 2.449  0.244
H: -0.084 -0.347 -1.212  0.326
H: 1.616 -0.118 -1.471  0.635
H: 1.893 -1.872 0.440  0.367
C: -0.655 6.147 0.470  -1.371
C: -0.001 5.969 -0.874  0.391
C: -0.862 6.373 -2.050  -0.302
O: -0.385 5.501 -3.091  -0.376
C: 0.117 4.395 -2.502  0.606
O: 0.419 3.396 -3.070  -0.543
O: 0.230 4.576 -1.168  -0.230
H: -0.986 7.173 0.604  0.424
H: -1.517 5.485 0.558  0.244
H: 0.037 5.895 1.276  0.411
H: 0.966 6.478 -0.903  0.202
H: -0.737 7.412 -2.341  0.323
H: -1.921 6.170 -1.878  0.201
C: 3.578 -3.227 -9.798  -1.417
C: 3.540 -2.350 -8.572  0.513
C: 3.907 -0.901 -8.807  -0.504
O: 4.471 -0.521 -7.543  -0.292
C: 4.961 -1.636 -6.959  0.515
O: 5.649 -1.644 -5.989  -0.527
O: 4.550 -2.741 -7.619  -0.289
H: 2.932 -2.822 -10.577  0.379
H: 4.595 -3.303 -10.181  0.358
H: 3.241 -4.236 -9.560  0.346
H: 2.570 -2.427 -8.074  0.259
H: 3.054 -0.271 -9.042  0.318
H: 4.671 -0.784 -9.579  0.309
C: -6.667 4.529 0.708  -1.472
C: -5.497 5.199 1.382  0.553
C: -5.867 6.266 2.387  -0.381
O: -4.734 7.154 2.313  -0.368
C: -4.193 7.028 1.084  0.683
O: -3.363 7.748 0.631  -0.553
O: -4.715 5.963 0.438  -0.364
H: -7.341 4.102 1.450  0.375
H: -7.219 5.246 0.101  0.362
H: -6.327 3.731 0.048  0.378
H: -4.835 4.453 1.831  0.247
H: -5.984 5.886 3.395  0.358
H: -6.765 6.816 2.104  0.171
C: -8.736 9.617 7.143  -1.441
C: -8.773 8.292 6.424  0.445
C: -7.419 7.677 6.145  -0.485
O: -7.667 6.928 4.944  -0.261
C: -8.699 7.524 4.294  0.654
O: -9.023 7.272 3.181  -0.528
O: -9.294 8.438 5.088  -0.342
H: -8.189 9.527 8.081  0.371
H: -8.258 10.374 6.522  0.359
H: -9.745 9.963 7.364  0.354
H: -9.418 7.586 6.954  0.247
H: -7.074 7.016 6.936  0.328
H: -6.653 8.426 5.936  0.318
C: 4.983 -5.600 2.038  -1.340
C: 5.585 -5.883 0.684  0.500
C: 4.682 -5.581 -0.487  -0.287
O: 5.135 -6.522 -1.470  -0.339
C: 5.665 -7.581 -0.818  0.672
O: 5.950 -8.611 -1.329  -0.523
O: 5.821 -7.297 0.507  -0.340
H: 4.652 -4.563 2.097  0.367
H: 4.131 -6.256 2.221  0.246
H: 5.710 -5.778 2.829  0.363
H: 6.543 -5.370 0.577  0.257
H: 4.786 -4.564 -0.853  0.188
H: 3.629 -5.780 -0.269  0.283
C: 4.251 -10.069 0.899  -1.182
C: 2.947 -10.433 1.563  0.545
C: 2.496 -9.481 2.648  -0.325
O: 1.747 -10.336 3.520  -0.354
C: 2.226 -11.598 3.372  0.582
O: 1.957 -12.507 4.082  -0.524
O: 3.055 -11.664 2.304  -0.379
H: 4.218 -9.070 0.485  0.083
H: 5.076 -10.129 1.608  0.308
H: 4.471 -10.765 0.091  0.386
H: 2.160 -10.565 0.815  0.229
H: 1.866 -8.674 2.280  0.277
H: 3.337 -9.061 3.206  0.284

---

(2)
CH5INP | ωB97M-V/def2-TZVPD

The calculation puts the energy at -734.89047 hartree. As for the LUMO energy: 0.19 eV. As for the SMILES: CP(N)I. The gap between HOMO and LUMO is 0.3331 Ha.

Last column: Mulliken charge in e.
CARTESIAN COORDINATES (ANGSTROEM)
C: 0.693 1.306 -0.370  -1.030
P: -0.243 -0.609 -0.881  0.154
N: 0.050 -1.552 0.468  -0.510
I: -2.612 0.096 -0.307  -0.161
H: 0.537 1.270 0.684  0.303
H: 0.169 1.995 -0.839  0.346
H: 1.777 1.347 -0.457  0.345
H: -0.249 -1.338 1.492  0.279
H: -0.123 -2.517 0.209  0.272

---

(3)
C5H5ClOS | ωB97M-V/def2-TZVPD

The calculation puts the energy at -1126.88312 hartree. As for the LUMO energy: -0.88 eV. The gap between HOMO and LUMO is 0.2634 Ha.

Last column: Mulliken charge in e.
CARTESIAN COORDINATES (ANGSTROEM)
C: 0.395 -2.576 1.984  -0.186
C: 0.151 -2.304 0.669  -0.389
C: -0.376 -0.945 0.308  -0.154
C: 0.016 -0.581 -1.225  -0.019
C: -1.008 1.696 -1.462  -0.053
H: 0.624 -3.380 2.679  0.372
H: -0.283 -2.993 -0.018  0.314
H: -0.885 0.067 1.189  0.150
H: 0.414 -1.259 -2.240  0.272
H: -1.622 1.506 -0.629  0.282
O: 0.032 0.690 -1.681  -0.200
S: -0.757 3.103 -2.290  -0.196
Cl: 1.090 -1.227 2.791  -0.191

---

(4)
C5H9NO | ωB97M-V/def2-TZVPD

The calculation puts the energy at -325.72999 hartree. As for the LUMO energy: 0.85 eV. As for the SMILES: CN(O)C1=CCC1. The gap between HOMO and LUMO is 0.3131 Ha.

Last column: Mulliken charge in e.
CARTESIAN COORDINATES (ANGSTROEM)
C: -1.171 0.658 -1.615  -0.779
N: -0.766 1.199 -0.066  -0.158
O: 0.087 2.343 0.242  -0.439
C: -0.087 0.093 0.379  0.419
C: -0.235 -1.171 -0.041  -0.740
C: 1.013 -1.625 0.628  -0.489
C: 1.069 -0.205 1.291  -0.397
H: -1.546 -0.400 -1.720  0.259
H: -0.289 0.681 -2.265  0.340
H: -1.995 1.288 -1.894  0.330
H: -0.462 2.999 0.718  0.334
H: -1.077 -1.726 -0.426  0.407
H: 0.866 -2.482 1.278  0.255
H: 1.858 -1.793 -0.055  0.195
H: 1.986 0.385 1.208  0.270
H: 0.749 -0.245 2.338  0.194

---

Please write out number 4 again, unchanged.
C5H9NO | ωB97M-V/def2-TZVPD

The calculation puts the energy at -325.72999 hartree. As for the LUMO energy: 0.85 eV. As for the SMILES: CN(O)C1=CCC1. The gap between HOMO and LUMO is 0.3131 Ha.

Last column: Mulliken charge in e.
CARTESIAN COORDINATES (ANGSTROEM)
C: -1.171 0.658 -1.615  -0.779
N: -0.766 1.199 -0.066  -0.158
O: 0.087 2.343 0.242  -0.439
C: -0.087 0.093 0.379  0.419
C: -0.235 -1.171 -0.041  -0.740
C: 1.013 -1.625 0.628  -0.489
C: 1.069 -0.205 1.291  -0.397
H: -1.546 -0.400 -1.720  0.259
H: -0.289 0.681 -2.265  0.340
H: -1.995 1.288 -1.894  0.330
H: -0.462 2.999 0.718  0.334
H: -1.077 -1.726 -0.426  0.407
H: 0.866 -2.482 1.278  0.255
H: 1.858 -1.793 -0.055  0.195
H: 1.986 0.385 1.208  0.270
H: 0.749 -0.245 2.338  0.194

---

Among the records above, which one has the lowest gap between HOMO and LUMO?
C5H5ClOS

---

Copy entry 3 word for word.
C5H5ClOS | ωB97M-V/def2-TZVPD

The calculation puts the energy at -1126.88312 hartree. As for the LUMO energy: -0.88 eV. The gap between HOMO and LUMO is 0.2634 Ha.

Last column: Mulliken charge in e.
CARTESIAN COORDINATES (ANGSTROEM)
C: 0.395 -2.576 1.984  -0.186
C: 0.151 -2.304 0.669  -0.389
C: -0.376 -0.945 0.308  -0.154
C: 0.016 -0.581 -1.225  -0.019
C: -1.008 1.696 -1.462  -0.053
H: 0.624 -3.380 2.679  0.372
H: -0.283 -2.993 -0.018  0.314
H: -0.885 0.067 1.189  0.150
H: 0.414 -1.259 -2.240  0.272
H: -1.622 1.506 -0.629  0.282
O: 0.032 0.690 -1.681  -0.200
S: -0.757 3.103 -2.290  -0.196
Cl: 1.090 -1.227 2.791  -0.191

---

Look up the gap between HOMO and LUMO of the third one.
0.2634 Ha